(1)
Formula: C29H32CdGeN7
Source: the OMol25 dataset
Level of theory: wB97M-V/def2-TZVPD

Cartesian coordinates (Å):
Cd 0.065 0.047 0.016
C 0.498 -0.254 4.942
N 0.238 1.059 4.364
C 0.000 2.183 5.267
C 0.076 1.162 3.031
N 0.048 0.143 2.228
N -0.054 2.466 2.572
C -0.076 3.001 1.299
N -0.011 4.351 1.292
N -0.153 2.292 0.221
H 0.867 -0.127 5.954
H 1.273 -0.773 4.375
H -0.405 -0.871 4.983
H 0.099 1.835 6.290
H -1.010 2.583 5.156
H 0.739 2.978 5.131
H 0.080 -0.734 2.725
H -0.030 3.156 3.303
H -0.001 4.904 2.130
H -0.026 4.849 0.420
H -0.134 2.868 -0.610
C 4.043 1.721 -4.295
C 4.536 2.302 -3.132
C 4.146 1.822 -1.892
C 3.272 0.738 -1.815
C 2.783 0.154 -2.988
C 3.172 0.642 -4.225
Ge 2.728 -0.054 -0.114
C 3.250 1.019 1.446
C 3.104 2.407 1.394
C 3.521 3.200 2.452
C 4.077 2.611 3.581
C 4.222 1.231 3.642
C 3.812 0.436 2.581
C 3.215 -1.938 0.096
C 2.757 -2.631 1.220
C 3.147 -3.942 1.437
C 3.981 -4.571 0.520
C 4.429 -3.889 -0.604
C 4.039 -2.577 -0.827
H 4.341 2.111 -5.259
H 5.233 3.127 -3.195
H 4.546 2.269 -0.989
H 2.115 -0.700 -2.929
H 2.806 0.178 -5.132
H 2.682 2.871 0.509
H 3.438 4.278 2.389
H 4.416 3.228 4.403
H 4.678 0.776 4.512
H 3.958 -0.636 2.629
H 2.106 -2.132 1.932
H 2.808 -4.473 2.317
H 4.275 -5.600 0.679
H 5.084 -4.382 -1.309
H 4.393 -2.048 -1.704
N -4.228 0.233 -0.595
C -2.965 0.518 -0.953
N -2.105 -0.345 -0.460
C -2.850 -1.257 0.281
C -2.454 -2.391 0.987
C -3.439 -3.122 1.615
C -4.789 -2.744 1.547
C -5.196 -1.633 0.838
C -4.201 -0.903 0.198
H -5.054 0.722 -0.896
H -2.713 1.349 -1.592
H -1.414 -2.698 1.015
H -3.177 -4.020 2.159
H -5.528 -3.346 2.058
H -6.239 -1.350 0.780

Properties
**LUMO energy (spin up / spin down)**: -4.797 / -7.914 eV
**Spin multiplicity**: 2
**Gap between HOMO and LUMO (spin up / spin down)**: 8.476 / 6.074 eV
**Expectation value of S²**: 0.7550
**Total charge**: +2
**E**: -3751.78675 Ha

(2)
Formula: C32H85BrNO12PS9
Source: the OMol25 dataset
Level of theory: wB97M-V/def2-TZVPD

Cartesian coordinates (Å):
C 0.424 4.792 -5.436
C -0.008 5.562 -4.191
C -1.347 6.309 -4.311
C -2.516 5.580 -4.994
C -3.654 5.077 -4.074
C -3.713 3.545 -3.915
P -2.821 3.007 -2.417
Br -4.881 3.229 -1.122
C -2.031 4.249 -1.329
C -1.129 3.456 -0.323
C -1.695 3.282 1.051
O -0.575 4.246 0.685
O -1.338 2.803 -3.194
C -1.067 1.596 -3.869
C 0.397 1.257 -3.712
N 0.726 0.971 -2.302
C 2.187 0.901 -2.101
C 2.772 2.263 -1.680
C 3.744 2.184 -0.506
O 3.488 2.865 -2.770
H -0.269 3.980 -5.654
H 0.480 5.442 -6.307
H 1.387 4.314 -5.258
H 0.023 4.891 -3.333
H 0.757 6.319 -3.994
H -1.149 7.229 -4.863
H -1.646 6.630 -3.310
H -2.178 4.738 -5.594
H -2.973 6.280 -5.694
H -3.620 5.569 -3.100
H -4.587 5.377 -4.544
H -3.354 3.034 -4.806
H -4.756 3.269 -3.789
H -2.838 1.699 -1.930
H -2.766 4.788 -0.748
H -1.385 4.894 -1.919
H -0.546 2.637 -0.751
H -2.600 3.839 1.240
H -1.168 2.742 1.819
H -1.659 0.756 -3.481
H -1.286 1.685 -4.937
H 0.651 0.414 -4.360
H 0.985 2.117 -4.041
H 0.380 0.032 -2.131
H 2.423 0.125 -1.376
H 2.673 0.622 -3.045
H 1.923 2.896 -1.409
H 3.641 1.239 0.022
H 3.574 2.977 0.218
H 4.766 2.239 -0.878
H 2.846 3.235 -3.378
C -0.211 0.159 1.163
S 1.197 -0.106 2.241
O 2.340 -0.475 1.360
C 0.593 -1.618 2.989
H -0.011 1.046 0.570
H -0.333 -0.701 0.502
H -1.106 0.305 1.766
H 0.405 -2.359 2.212
H -0.317 -1.417 3.551
H 1.354 -1.986 3.673
C 1.202 -3.244 7.567
S -0.521 -3.247 7.080
O -0.558 -2.928 5.624
C -0.968 -1.748 7.960
H 1.690 -4.089 7.088
H 1.670 -2.313 7.245
H 1.278 -3.355 8.648
H -0.348 -0.923 7.609
H -0.829 -1.904 9.030
H -2.015 -1.541 7.751
C 4.124 -6.927 7.842
S 4.569 -5.719 9.093
O 3.337 -4.944 9.401
C 5.571 -4.687 8.019
H 3.452 -7.648 8.302
H 3.622 -6.427 7.014
H 5.023 -7.436 7.494
H 4.967 -4.341 7.181
H 6.429 -5.258 7.666
H 5.913 -3.836 8.605
C 1.811 -3.446 14.283
S 1.863 -3.416 12.487
O 0.822 -2.451 12.041
C 1.191 -5.060 12.235
H 2.163 -2.480 14.639
H 0.787 -3.612 14.617
H 2.468 -4.234 14.651
H 0.209 -5.127 12.704
H 1.874 -5.797 12.657
H 1.110 -5.215 11.161
C -6.411 7.830 -3.626
S -7.183 6.774 -4.856
O -6.173 6.547 -5.925
C -8.328 8.009 -5.479
H -5.623 7.254 -3.144
H -5.985 8.707 -4.115
H -7.153 8.124 -2.884
H -7.770 8.872 -5.841
H -9.014 8.299 -4.683
H -8.886 7.559 -6.297
C 1.281 -3.116 -7.462
S 1.746 -1.952 -6.179
O 0.480 -1.305 -5.708
C 2.529 -0.759 -7.272
H 0.731 -3.925 -6.985
H 0.648 -2.618 -8.197
H 2.182 -3.512 -7.928
H 1.809 -0.415 -8.015
H 3.389 -1.225 -7.754
H 2.860 0.078 -6.661
C 2.645 -3.688 -0.473
S 3.170 -5.244 0.243
O 4.146 -5.856 -0.703
C 1.609 -6.099 0.007
H 3.491 -3.005 -0.463
H 2.310 -3.845 -1.500
H 1.842 -3.271 0.132
H 1.350 -6.096 -1.052
H 0.835 -5.604 0.593
H 1.734 -7.122 0.356
C -6.634 -0.559 -1.813
S -5.627 -0.918 -0.371
O -5.067 -2.283 -0.558
C -6.996 -1.069 0.783
H -5.965 -0.468 -2.667
H -7.337 -1.375 -1.978
H -7.159 0.384 -1.660
H -7.673 -1.853 0.443
H -7.516 -0.113 0.852
H -6.582 -1.333 1.753
C 5.471 -5.481 -3.420
S 4.860 -3.816 -3.662
O 4.013 -3.829 -4.885
C 6.443 -3.096 -4.116
H 4.627 -6.113 -3.163
H 5.942 -5.830 -4.340
H 6.182 -5.488 -2.595
H 6.842 -3.615 -4.987
H 7.129 -3.177 -3.272
H 6.276 -2.047 -4.352

Properties
**LUMO energy**: 0.275 eV
**Gap between HOMO and LUMO**: 8.754 eV
**E**: -8726.60537 Ha

(3)
Formula: C9H14
Source: the OMol25 dataset
Level of theory: wB97M-V/def2-TZVPD

Cartesian coordinates (Å):
C -1.495 0.462 1.276
C -1.148 -0.083 0.037
C -1.318 0.747 -1.118
C -1.253 0.217 -2.394
C -0.875 -1.159 -2.641
C -0.678 -1.957 -1.476
C -0.821 -1.411 -0.227
H -1.180 1.573 1.248
H -0.888 0.205 2.141
H -2.542 0.441 1.297
H -1.525 1.758 -0.995
H -1.686 0.895 -3.175
H -0.634 -1.347 -3.676
H -0.306 -3.016 -1.686
H -0.827 -2.090 0.621
C 2.496 0.163 0.863
C 1.761 1.080 1.825
H 3.314 -0.297 1.491
H 1.885 -0.678 0.453
H 3.132 0.616 0.007
H 2.208 1.465 2.695
H 1.026 0.509 2.165
H 1.355 1.904 1.267

Properties
**LUMO energy**: 1.007 eV
**Gap between HOMO and LUMO**: 9.781 eV
**E**: -351.25894 Ha
**Structure (SMILES)**: Cc1ccccc1.CC

(4)
Formula: C6H10ClNO2S
Source: the OMol25 dataset
Level of theory: wB97M-V/def2-TZVPD

Cartesian coordinates (Å):
O -0.645 -2.211 -0.015
N 0.113 -1.407 0.809
C 1.143 -0.894 0.278
C 2.109 -0.013 1.021
S 2.914 0.950 -0.287
C 2.690 -0.471 -1.395
O 1.465 -1.096 -1.036
H -0.225 -2.220 -0.894
H 2.839 -0.609 1.576
H 1.579 0.640 1.715
H 2.614 -0.140 -2.432
H 3.506 -1.193 -1.285
C -2.608 1.876 -0.790
C -2.517 0.750 -0.096
C -1.732 0.543 1.163
Cl -3.368 -0.680 -0.642
H -2.079 2.762 -0.449
H -3.197 1.951 -1.697
H -1.228 1.469 1.448
H -0.982 -0.241 1.025
H -2.391 0.234 1.982

Properties
**LUMO energy**: 0.521 eV
**Gap between HOMO and LUMO**: 9.462 eV
**E**: -1298.12882 Ha
**Structure (SMILES)**: O/N=C1/CSCO1.C=C(C)Cl

(5)
Formula: C11H17ClINO2PSW
Source: the OMol25 dataset
Level of theory: wB97M-V/def2-TZVPD

Cartesian coordinates (Å):
C -3.293 2.396 -5.280
C -3.305 1.155 -4.523
H -4.069 2.414 -6.025
H -2.303 2.512 -5.743
H -3.416 3.229 -4.576
O -3.837 0.095 -4.533
I -1.751 1.487 -2.706
W 0.009 0.701 -0.743
P 1.547 -0.656 -1.721
C 1.579 -2.411 -1.307
C 0.838 -0.588 -3.381
H 3.523 0.777 -1.765
H 3.773 -0.767 -2.659
H 3.806 -0.720 -0.869
C 3.333 -0.299 -1.765
H 0.503 0.424 -3.624
H 1.620 -0.873 -4.083
H 2.198 -2.916 -2.064
H 0.583 -2.866 -1.275
H -0.019 -1.261 -3.461
H 2.039 -2.538 -0.321
C -1.210 -0.938 -0.538
O -1.841 -1.897 -0.384
Cl 0.559 2.871 -1.197
S 1.332 0.769 1.185
C 0.817 1.060 2.809
N 0.175 0.005 3.428
C -0.480 0.164 4.613
C -0.488 1.396 5.233
C 0.382 2.386 4.762
C 1.066 2.213 3.565
H 0.191 -0.900 2.967
H -0.920 -0.725 5.059
H -1.092 1.548 6.123
H 0.520 3.286 5.355
H 1.769 2.940 3.186

Properties
**LUMO energy (spin up / spin down)**: -12.740 / -12.557 eV
**Spin multiplicity**: 3
**Gap between HOMO and LUMO (spin up / spin down)**: 5.794 / 6.197 eV
**Expectation value of S²**: 2.0433
**Total charge**: +3
**E**: -2198.03500 Ha

(6)
Formula: C21H24LuN6O2
Source: the OMol25 dataset
Level of theory: wB97M-V/def2-TZVPD

Cartesian coordinates (Å):
Lu 0.027 0.531 -0.145
C -0.070 -0.842 2.867
N -0.447 -1.270 1.488
C 0.101 -2.593 1.074
C 1.078 -2.423 -0.044
N 1.153 -1.311 -0.776
C 2.139 -1.562 -1.757
C 2.630 -0.767 -2.790
C 3.612 -1.310 -3.592
C 4.100 -2.612 -3.380
C 3.619 -3.410 -2.363
C 2.629 -2.846 -1.568
N 1.929 -3.353 -0.465
C 0.750 0.410 2.853
N 0.948 1.150 1.766
C 1.728 2.254 2.179
C 2.245 3.331 1.464
C 2.993 4.252 2.169
C 3.227 4.109 3.549
C 2.723 3.044 4.265
C 1.970 2.129 3.538
N 1.329 0.946 3.925
H -0.979 -0.658 3.444
H 0.467 -1.637 3.386
H -1.458 -1.352 1.479
H 0.561 -3.112 1.915
H -0.722 -3.223 0.730
H 2.268 0.232 -2.999
H 4.015 -0.726 -4.408
H 4.870 -2.997 -4.034
H 3.992 -4.413 -2.204
H 2.038 -4.276 -0.067
H 2.102 3.469 0.398
H 3.417 5.101 1.651
H 3.823 4.853 4.060
H 2.909 2.934 5.325
H 1.321 0.550 4.855
O 0.993 3.051 -2.761
C 0.741 2.279 -2.001
C -4.300 0.511 1.484
N -3.892 1.888 1.150
C -4.828 3.002 1.472
C -2.753 2.094 0.558
C -2.303 3.446 0.119
O -1.960 1.084 0.341
H -5.338 0.532 1.795
H -3.694 0.123 2.302
H -4.198 -0.119 0.604
H -5.710 2.565 1.923
H -5.116 3.522 0.562
H -4.361 3.682 2.179
H -3.030 4.237 0.265
H -2.066 3.402 -0.946
H -1.401 3.721 0.674

Properties
**LUMO energy**: -9.618 eV
**Gap between HOMO and LUMO**: 7.405 eV
**Total charge**: +3
**E**: -2528.44699 Ha

(7)
Formula: C20H26N4O6
Source: the OMol25 dataset
Level of theory: wB97M-V/def2-TZVPD

Cartesian coordinates (Å):
C -5.148 -3.159 -0.364
C -5.488 -1.676 -0.336
O -4.460 -0.895 -0.943
C -3.411 -0.589 -0.189
O -3.280 -0.891 0.973
C -2.407 0.179 -0.948
N -2.275 0.143 -2.290
N -1.285 0.865 -2.635
N -0.721 1.394 -1.553
C 0.407 2.279 -1.663
C 0.081 3.670 -1.101
C 0.963 4.743 -1.727
C 1.671 1.683 -0.982
O 2.492 2.391 -0.452
N 1.744 0.345 -1.129
C 2.652 -0.553 -0.555
C 3.793 -0.170 0.123
C 4.649 -1.124 0.667
C 5.878 -0.683 1.402
C 4.339 -2.463 0.512
C 3.194 -2.864 -0.164
C 2.341 -1.919 -0.701
O 1.178 -2.188 -1.384
C 0.789 -3.531 -1.538
C -1.394 0.998 -0.448
C -1.012 1.311 0.946
O 0.115 1.215 1.359
O -2.070 1.696 1.643
C -1.894 1.874 3.052
C -1.875 0.531 3.767
H -4.955 -3.478 -1.385
H -5.978 -3.732 0.039
H -4.263 -3.349 0.240
H -5.629 -1.339 0.697
H -6.384 -1.466 -0.923
H 0.611 2.353 -2.739
H 0.236 3.661 -0.021
H -0.970 3.892 -1.302
H 0.718 5.715 -1.307
H 2.007 4.528 -1.519
H 0.814 4.784 -2.803
H 0.997 -0.137 -1.614
H 4.006 0.879 0.236
H 5.606 -0.046 2.242
H 6.524 -0.104 0.744
H 6.437 -1.537 1.776
H 4.991 -3.219 0.925
H 2.982 -3.917 -0.260
H -0.150 -3.502 -2.089
H 1.529 -4.098 -2.112
H 0.628 -4.014 -0.569
H -0.963 2.422 3.229
H -2.750 2.477 3.361
H -0.955 -0.001 3.536
H -1.937 0.684 4.840
H -2.716 -0.071 3.433

Properties
**LUMO energy**: 0.456 eV
**Gap between HOMO and LUMO**: 8.513 eV
**E**: -1448.20290 Ha
**Structure (SMILES)**: CCOC(=O)c1nnn([C@@H](CC)C(=O)Nc2cc(C)ccc2OC)c1C(=O)OCC

(8)
Formula: CH6OS
Source: the OMol25 dataset
Level of theory: wB97M-V/def2-TZVPD

Cartesian coordinates (Å):
S -3.742 3.488 -1.212
H -2.645 4.041 -1.686
H -2.908 2.627 -0.608
C 1.828 -1.396 0.707
O 1.084 -2.567 0.570
H 1.250 -0.535 1.169
H 2.672 -1.716 1.279
H 2.158 -1.339 -0.271
H 0.304 -2.603 0.051

Properties
**LUMO energy (spin up / spin down)**: -5.524 / -11.074 eV
**Spin multiplicity**: 2
**Gap between HOMO and LUMO (spin up / spin down)**: 6.668 / 1.118 eV
**Expectation value of S²**: 0.7530
**Total charge**: +1
**E**: -514.68325 Ha

(9)
Formula: C12H15Be2F9NO9
Source: the OMol25 dataset
Level of theory: wB97M-V/def2-TZVPD

Cartesian coordinates (Å):
Be -1.387 -2.405 -6.360
Be -5.161 -1.494 2.308
N -1.626 -0.897 -1.913
O -1.344 -2.106 -2.111
O -2.018 -0.445 -0.815
O -1.578 -0.189 -2.905
C 2.984 -3.170 5.413
C 1.657 -2.647 4.910
O 1.837 -1.229 4.865
C 0.785 -0.369 4.632
O -0.317 -0.828 4.384
C 1.153 1.117 4.661
F 0.989 1.361 5.963
F 2.417 1.317 4.321
F 0.314 1.906 3.909
H 2.987 -4.216 5.108
H 2.925 -3.061 6.496
H 3.873 -2.639 5.073
H 0.807 -2.950 5.520
H 1.491 -2.950 3.876
C 4.608 -2.211 -1.226
C 4.979 -1.977 -2.712
O 5.162 -3.256 -3.336
C 4.157 -3.839 -4.116
O 3.044 -3.308 -4.393
C 4.588 -5.204 -4.751
F 5.757 -5.593 -4.264
F 3.647 -6.069 -4.454
F 4.604 -5.143 -6.098
H 3.663 -2.730 -1.061
H 4.649 -1.242 -0.728
H 5.414 -2.795 -0.783
H 5.861 -1.352 -2.848
H 4.173 -1.405 -3.171
C -3.663 6.622 -0.567
C -4.009 5.176 -0.855
O -5.396 5.241 -1.200
C -6.234 4.239 -0.934
O -5.943 3.259 -0.229
C -7.636 4.297 -1.559
F -7.774 3.276 -2.407
F -8.525 4.117 -0.579
F -7.853 5.461 -2.161
H -4.440 7.018 0.087
H -3.676 7.215 -1.481
H -2.728 6.817 -0.042
H -3.829 4.662 0.089
H -3.389 4.619 -1.558

Properties
**LUMO energy**: -15.482 eV
**Gap between HOMO and LUMO**: 1.627 eV
**Total charge**: +3
**E**: -2124.69197 Ha

(10)
Formula: C2H5NS2
Source: the OMol25 dataset
Level of theory: wB97M-V/def2-TZVPD

Cartesian coordinates (Å):
C -0.265 0.289 -0.123
C 1.091 -0.009 0.172
N -0.834 -0.331 -1.129
S -1.379 1.075 0.812
S -0.957 0.310 2.568
H -1.766 -0.281 -1.343
H 1.748 0.689 0.630
H 1.666 -0.409 -0.615
H 0.898 -0.853 0.969
H -0.202 -0.480 -1.941

Properties
**LUMO energy (spin up / spin down)**: -0.138 / -0.137 eV
**Gap between HOMO and LUMO (spin up / spin down)**: 6.932 / 6.933 eV
**E**: -930.27693 Ha

(11)
Formula: C4H4INO2S
Source: the OMol25 dataset
Level of theory: wB97M-V/def2-TZVPD

Cartesian coordinates (Å):
O -2.484 -0.751 -1.361
S -1.343 -1.320 -0.739
O -0.403 -2.713 -1.207
I -2.107 -2.000 1.484
N -0.221 -0.099 -0.315
C -0.461 1.259 -0.035
C 0.663 1.703 0.538
C 1.627 0.658 0.639
C 1.068 -0.486 0.143
H -1.276 1.750 -0.511
H 0.862 2.802 0.533
H 2.664 0.586 1.087
H 1.412 -1.390 -0.256

Properties
**LUMO energy**: -1.501 eV
**Gap between HOMO and LUMO**: 8.040 eV
**E**: -1055.81603 Ha
**Structure (SMILES)**: O=S(=O)(I)n1cccc1